{"formula": "C24H62BN4OPS", "method": "ωB97M-V with the def2-TZVPD basis set", "elements": ["C", "C", "C", "B", "C", "S", "C", "C", "P", "N", "O", "H", "H", "H", "H", "H", "H", "H", "H", "H", "H", "H", "H", "H", "H", "H", "H", "H", "C", "C", "N", "C", "C", "C", "C", "H", "H", "H", "H", "H", "H", "H", "H", "H", "H", "H", "H", "H", "H", "H", "C", "C", "N", "C", "C", "C", "C", "H", "H", "H", "H", "H", "H", "H", "H", "H", "H", "H", "H", "H", "H", "H", "C", "C", "N", "C", "C", "C", "C", "H", "H", "H", "H", "H", "H", "H", "H", "H", "H", "H", "H", "H", "H", "H"], "positions_angstrom": [[-1.54629, -4.88249, 1.00245], [-0.47146, -5.21021, -0.03643], [-0.98549, -5.40182, -1.48845], [-1.13141, -4.03375, -2.24260], [0.20222, -3.23766, -2.41984], [0.22477, -1.67016, -3.32846], [0.42601, -0.50015, -1.95964], [-0.56410, 0.64908, -2.03707], [-2.88410, -3.38458, -2.91956], [-3.70305, -3.75629, -1.48620], [-3.25295, -4.75034, -3.85584], [-1.25520, -5.25873, 1.98632], [-2.50760, -5.34082, 0.74881], [-1.70618, -3.80589, 1.10353], [0.07274, -6.10813, 0.27401], [0.27078, -4.40555, -0.04282], [-1.89692, -6.01351, -1.48935], [-0.22313, -5.98267, -2.02805], [0.63745, -3.05370, -1.42957], [0.93193, -3.91342, -2.89424], [1.45494, -0.12505, -1.97362], [0.29630, -1.05536, -1.02717], [-1.56541, 0.34278, -1.72245], [-0.65422, 1.02503, -3.05932], [-0.24011, 1.48146, -1.40474], [-3.64821, -4.70574, -1.14330], [-4.66064, -3.43773, -1.47387], [-2.52698, -5.05831, -4.39870], [-0.38260, -1.63617, 4.00614], [0.46842, -2.74297, 4.60977], [1.08810, -3.58667, 3.60243], [1.62141, -4.83276, 4.12267], [2.78400, -4.76032, 5.11890], [1.90244, -2.89439, 2.61570], [3.05745, -2.02274, 3.12258], [-1.09285, -2.05139, 3.28919], [-0.94073, -1.12547, 4.79144], [0.22104, -0.88536, 3.49420], [-0.16709, -3.39669, 5.21393], [1.19478, -2.29371, 5.30648], [1.91970, -5.44255, 3.26486], [0.78847, -5.35870, 4.59987], [3.71490, -4.45246, 4.64406], [2.94899, -5.74406, 5.56189], [2.57167, -4.06439, 5.93184], [1.23964, -2.26472, 2.01522], [2.28870, -3.65787, 1.93471], [2.72611, -1.34283, 3.90953], [3.44301, -1.41223, 2.30340], [3.88465, -2.61133, 3.51630], [1.50693, 3.75511, -0.15774], [2.04839, 3.65278, 1.26189], [1.36402, 2.65335, 2.07005], [1.64036, 2.75608, 3.48954], [3.07602, 2.48736, 3.95440], [1.34213, 1.30489, 1.53010], [2.69150, 0.63517, 1.23597], [0.42306, 3.87899, -0.14648], [1.94699, 4.61500, -0.66439], [1.74765, 2.87259, -0.75247], [1.90235, 4.61011, 1.76973], [3.13891, 3.49627, 1.21348], [0.96162, 2.06981, 4.00372], [1.35293, 3.76547, 3.79967], [3.34327, 1.43406, 3.86849], [3.18486, 2.77249, 5.00234], [3.79824, 3.06753, 3.37826], [0.75628, 1.31886, 0.60817], [0.77428, 0.68570, 2.23037], [3.35872, 1.29213, 0.67523], [2.51905, -0.25393, 0.62407], [3.21569, 0.31823, 2.13740], [-4.12101, 6.46231, -4.46177], [-2.66507, 6.15869, -4.14427], [-2.50999, 5.03710, -3.23520], [-1.18220, 4.93366, -2.65566], [0.00073, 4.65789, -3.59246], [-3.12915, 3.79108, -3.66481], [-2.73072, 3.22836, -5.03414], [-4.69663, 6.56680, -3.54102], [-4.19242, 7.39361, -5.02483], [-4.58131, 5.67928, -5.06535], [-2.21535, 7.02451, -3.64941], [-2.11545, 6.02931, -5.09131], [-1.22074, 4.15439, -1.89028], [-0.99198, 5.87278, -2.12562], [-0.00503, 3.63595, -3.97139], [0.93910, 4.80133, -3.05325], [0.00433, 5.33636, -4.44685], [-4.21246, 3.93249, -3.65668], [-2.91955, 3.05256, -2.88877], [-2.80033, 3.98987, -5.81308], [-3.40580, 2.41530, -5.30630], [-1.71609, 2.83179, -5.04830]], "homo_ev": -7.948, "gap_ha": 0.299, "e_tot_ev": -54701.414, "smiles": "CCCB(CSCC)P(N)O.CCN(CC)CC.CCN(CC)CC.CCN(CC)CC", "lumo_energy_ev": 0.18}